Computed, not measured: 14 unconnected molecules or ions with the total composition C6H41N2O13, with the ωB97M-V functional and the def2-TZVPD basis.

Summary:
Spin multiplicity   1
Kohn-Sham gap   8.437 eV
Charge   +1
Relative energy (zero: lowest compared OMol25 entry of this formula, charge and spin)   453.8 kJ/mol
HOMO level   -10.9 eV

Structure (XYZ):
```
62
Properties=species:S:1:pos:R:3:forces:R:3
C 3.46885 -1.58729 2.56420 -0.75 -0.71 0.84
C 2.62686 -1.16176 1.36785 -2.16 1.87 0.37
C 2.73755 -2.02837 0.14856 0.81 -0.72 -0.65
C 2.02309 -1.60112 -1.11321 0.38 0.04 -0.55
C 0.84519 -1.00803 -1.29387 -1.63 1.77 -0.52
N 0.62088 -0.08362 -2.40007 0.93 -1.85 -0.91
C 2.89191 -1.77597 -2.36022 0.09 0.17 0.93
N 2.87056 0.31251 0.90061 2.49 -0.86 -0.76
H 4.28118 -0.94545 2.87788 -0.13 0.69 -0.04
H 3.99233 -2.52863 2.38273 -0.32 -0.10 -0.23
H 2.76648 -1.76107 3.42618 0.94 0.25 -0.68
H 1.55950 -1.03794 1.65287 0.62 -0.53 0.09
H 3.80916 -1.96486 -0.13119 -0.27 -0.19 0.13
H 2.61078 -3.09691 0.38087 -0.20 0.34 0.33
H -0.14327 -1.07424 -0.84088 0.91 -0.13 1.54
H -0.34522 0.17473 -2.55234 -0.26 -0.27 0.50
H 0.85902 -0.61210 -3.24623 0.17 0.70 -0.17
H 3.24878 -0.78350 -2.71228 -0.22 -0.79 -0.40
H 3.74623 -2.37284 -2.02164 0.06 0.20 -0.53
H 2.33006 -2.40976 -3.07137 0.42 0.79 -0.17
H 3.87540 0.48802 0.72840 -0.22 -0.19 0.41
H 2.54883 1.12738 1.41667 -0.60 -0.59 0.50
H 2.53869 0.44503 -0.05844 -0.83 -0.16 0.08
H 0.08264 1.63837 3.24434 0.10 0.21 -0.40
H 0.03776 1.25917 1.78185 0.28 -0.25 0.27
O 0.17180 0.86791 2.66848 -0.22 0.35 -0.17
H -5.27451 1.44270 1.67589 -0.03 0.17 -0.13
H -5.70924 0.03519 1.87557 0.08 -0.29 -0.19
O -5.39945 0.63087 1.17546 -0.90 0.28 0.04
H -4.85900 -2.65983 3.26565 0.85 0.40 -0.52
H -3.94921 -1.46844 2.54255 0.43 -0.87 -0.01
O -4.76889 -1.75590 2.93088 -1.63 0.13 0.48
H -2.17279 0.68358 -0.36459 0.30 0.88 0.80
H -2.36724 2.11907 -0.78456 0.23 0.09 0.06
O -1.86876 1.61250 -0.12554 -0.18 -0.85 -0.32
H -3.78650 -0.14424 0.80928 -0.18 -0.22 -0.59
H -3.98143 -0.21957 -0.69697 -0.20 -0.20 0.51
O -3.40221 -0.56200 -0.00214 0.26 -0.08 -0.21
H -1.16642 -0.31624 -6.00409 -0.50 -0.31 -0.17
H -1.49304 -1.80161 -5.50599 -0.50 0.15 -0.47
O -0.85979 -1.08857 -5.52675 1.01 0.15 0.67
H 1.83982 2.05487 -2.04307 0.00 -0.08 -0.26
H 1.94380 2.73748 -3.40777 0.03 -0.01 -0.02
O 2.31853 2.75072 -2.52225 -0.11 0.01 0.16
H -2.97093 1.18677 2.33786 -0.05 0.23 -0.12
H -2.82772 -0.01707 3.19645 -0.06 0.12 0.47
O -3.51358 0.55230 2.82376 1.25 -0.01 0.12
H 1.08453 1.23373 5.89420 0.20 -0.29 -0.44
H 0.04876 1.14308 4.67464 0.56 -0.73 0.68
O 0.21332 1.45433 5.56677 -0.79 0.67 0.30
H 1.04760 2.74573 0.00649 -0.32 0.21 -0.15
H -0.20927 1.75019 -0.04479 0.64 0.45 -0.33
O 0.78408 1.82737 0.10556 -0.57 -0.19 0.11
H -1.89778 -2.33438 -2.74135 -0.05 -0.08 -0.08
H -2.59748 -2.11288 -1.38339 0.00 -0.03 0.13
O -1.73512 -2.20216 -1.80491 -0.12 0.06 -0.03
H 4.09677 2.84399 -1.26089 -0.16 -0.47 -0.31
H 3.86451 3.03821 0.19209 0.18 -0.11 0.14
O 4.05199 2.33172 -0.43954 0.05 0.66 0.29
H -3.60472 1.98733 -3.14682 0.07 0.14 -0.05
H -3.76747 0.64578 -2.48184 0.03 -0.06 -0.13
O -3.16626 1.39566 -2.52557 -0.23 0.02 -0.22
```
Positions in Å, forces in eV/Å.

---

Computed, not measured: a molecular structure, C6H42NO19S, with the ωB97M-V functional and the def2-TZVPD basis.

Summary:
Spin multiplicity   1
Kohn-Sham gap   9.261 eV
Charge   -1
Relative energy (zero: lowest compared OMol25 entry of this formula, charge and spin)   746.6 kJ/mol
HOMO level   -6.7 eV

Structure (XYZ):
```
69
Properties=species:S:1:pos:R:3:forces:R:3
C 0.21999 0.08067 -5.23283 3.55 -1.12 2.29
O -0.85901 0.05167 -4.35283 -0.08 -0.80 -0.76
C -0.50901 -0.12233 -2.97783 -0.04 -7.25 -4.16
C -1.75401 -0.85133 -2.41683 -1.55 2.92 2.51
N -1.38501 -1.49433 -1.12883 -5.26 -3.86 0.04
H -0.75401 -0.83433 -0.67983 0.65 -0.12 0.16
H -2.26701 -1.57233 -0.49083 1.70 0.32 -1.18
C -0.86201 -2.82933 -1.24083 0.52 -4.09 -0.97
C -0.33701 -3.43533 0.08417 -10.61 -10.48 -8.67
O 0.55299 -4.53833 -0.18883 -2.17 1.25 -1.57
C 0.77999 -5.28333 0.90017 2.39 -4.86 2.32
H -0.05001 0.10667 -6.22783 -1.23 1.12 -1.99
H 0.88799 -0.88833 -5.32383 -1.26 1.06 1.08
H 0.97199 0.85467 -4.88283 -0.82 -0.47 -0.86
H -0.13301 0.74467 -2.68783 0.73 3.85 2.23
H 0.37799 -0.90733 -2.85183 -1.40 1.54 -0.61
H -2.64101 -1.36233 -2.89283 2.08 -0.06 -0.58
H -2.30601 0.01367 -2.01983 -0.28 0.03 -0.15
H -0.01101 -2.92433 -1.98683 -1.03 0.56 0.78
H -1.68601 -3.60133 -1.59983 1.46 1.84 0.40
H -1.21101 -3.75433 0.74517 0.96 0.18 -0.89
H 0.15399 -2.93533 0.55217 9.75 11.42 9.61
H 0.04999 -6.13433 1.34417 0.56 2.06 -1.59
H 1.18699 -4.85433 1.81517 -0.47 1.19 0.00
H 1.69199 -5.88533 0.59517 -0.97 0.12 0.30
S -0.22101 0.67967 0.71717 1.50 2.08 2.60
O -1.15701 1.78367 0.71817 -0.67 -0.52 -0.55
O -0.68901 -0.33233 1.66017 0.12 -0.13 -0.94
O -0.02601 0.18667 -0.63283 1.95 1.96 0.67
O 1.10299 1.21367 1.21917 -6.07 2.72 -4.27
O -4.13801 1.78667 0.88317 -8.51 -1.05 0.70
H -3.98201 2.08867 0.05617 0.28 1.28 -4.43
H -3.34501 1.75967 1.18817 7.79 -0.52 3.87
O -2.05101 3.17367 2.63017 -1.94 2.75 1.08
H -1.61301 2.84667 3.38517 0.87 -0.71 1.58
H -1.76001 2.64167 1.94217 0.81 -1.56 -1.54
O 2.46499 0.05967 2.27117 1.25 -4.02 6.25
H 2.95299 0.13567 1.53817 4.80 -0.26 -3.50
H 1.77499 0.44067 1.75117 -1.02 -1.02 1.60
O 1.82799 2.57967 3.30017 -0.09 -1.65 1.96
H 1.46099 2.05967 2.59117 -0.16 -0.49 0.16
H 1.92899 3.39367 2.90617 0.42 3.08 -1.12
O 2.34299 1.91367 -2.03883 -0.82 -1.98 -7.31
H 2.41899 2.34067 -1.26383 0.12 2.90 1.41
H 2.53899 1.10167 -1.59583 0.12 -1.51 -1.70
O 0.59599 -2.20233 2.86117 1.48 -2.36 0.69
H 0.27599 -1.46533 2.37617 -0.06 1.14 -0.62
H 1.50699 -2.36833 2.52317 -0.96 0.65 0.56
O 2.43799 -0.50233 -1.50483 0.91 -2.17 -0.75
H 1.65799 -0.14633 -1.14183 -2.26 0.01 0.31
H 3.04199 -0.16333 -0.83783 1.22 -0.62 0.47
O -2.80101 -1.87233 1.73217 -0.55 -0.94 -3.24
H -1.94501 -1.51833 1.86417 1.24 0.78 0.68
H -3.26001 -1.95733 2.51917 -1.10 -0.07 2.38
O 2.54399 2.69067 -0.05883 5.00 2.87 4.36
H 2.05799 2.08467 0.42217 -2.18 -2.27 2.43
H 1.96899 3.30367 -0.32683 -3.62 4.62 -1.17
O -0.89501 0.80667 4.19817 -0.50 -0.18 -1.07
H -0.36401 0.31467 4.81817 0.42 -0.21 0.11
H -0.81401 0.33167 3.33117 -0.01 0.50 1.20
O 3.83799 0.81667 0.12517 4.00 3.03 -2.37
H 4.74799 1.01467 -0.28883 -1.09 -1.78 1.22
H 3.60899 1.78567 -0.23983 -0.18 -2.21 1.61
O -0.66801 4.16667 0.14117 1.62 -0.08 -1.67
H -0.77401 3.30567 0.54117 0.41 -0.49 -0.07
H -1.26901 4.65167 0.64117 -1.51 1.77 1.40
O -2.56901 2.15667 -1.43983 -2.92 1.98 -2.74
H -1.94601 2.16967 -0.75083 1.45 0.44 1.56
H -2.91901 3.09967 -1.58483 1.26 -2.15 0.42
```
Positions in Å, forces in eV/Å.

---

Computed, not measured: 21 unconnected molecules or ions with the total composition C6H42O24, with the ωB97M-V functional and the def2-TZVPD basis.

Summary:
Spin multiplicity   1
Kohn-Sham gap   7.508 eV
Charge   -2
Relative energy (zero: lowest compared OMol25 entry of this formula, charge and spin)   156.4 kJ/mol
HOMO level   -3.6 eV

Structure (XYZ):
```
72
Properties=species:S:1:pos:R:3:forces:R:3
C -1.26802 0.63290 -0.47770 -1.57 -3.12 0.01
C 0.05884 0.99452 -0.46257 0.51 3.91 1.38
C 1.17285 -0.05172 -0.19055 2.53 0.66 -0.72
O 2.44142 0.10919 -0.35877 -0.82 1.98 -0.33
C 0.86769 -1.27305 0.27681 -4.66 -2.33 0.29
C -0.54846 -1.76468 0.18632 1.95 1.14 0.19
C -1.64305 -0.73614 -0.36347 1.24 -0.18 -0.52
O -2.74883 -1.22748 -0.69831 0.52 0.14 0.69
O -0.91786 -2.89690 0.50126 0.13 0.61 -0.24
O 0.24569 2.28388 -0.48215 1.35 -2.73 -0.41
H -2.07519 1.32538 -0.66570 0.24 0.23 -0.19
H 1.69460 -1.89825 0.57972 -0.53 -0.20 0.14
O -2.45167 3.69391 0.35485 -0.01 0.39 0.59
H -3.03896 3.34599 -0.31618 -0.59 -0.27 -0.16
H -2.18141 2.92622 0.85869 0.21 -0.12 0.18
O -0.58249 5.58930 -0.28270 0.36 0.94 0.04
H 0.04202 4.87663 -0.41808 0.16 -0.18 -0.38
H -1.38943 5.15268 -0.00988 -0.24 -0.44 0.08
O 3.58869 2.73987 2.06797 0.45 0.04 0.26
H 2.76383 2.81635 2.54754 -0.27 0.12 0.00
H 3.44214 2.02260 1.45131 -0.18 -0.22 -0.39
O -2.68708 -4.84750 0.64364 -0.56 -1.00 0.16
H -3.52378 -4.40769 0.49286 -0.09 0.11 -0.25
H -2.06517 -4.13539 0.79320 0.29 0.56 -0.08
O 3.81973 -2.53507 -0.89656 0.15 -0.73 -0.03
H 3.28858 -1.80540 -0.57765 -0.42 1.13 -0.21
H 4.52288 -2.11979 -1.39591 0.16 0.17 -0.03
O 0.44112 -4.12097 2.53850 -0.15 -0.52 0.90
H 1.35822 -4.06492 2.27018 0.30 0.10 -0.14
H -0.03713 -3.64528 1.85935 -0.26 0.21 -0.39
O 4.67966 1.66226 -1.59539 0.73 -0.07 -0.11
H 3.85881 1.44383 -1.15412 -0.62 -0.30 0.26
H 4.41186 1.97329 -2.46014 -0.21 0.21 -0.11
O -0.10853 -5.65464 -0.75001 0.46 -0.46 -0.42
H -1.05348 -5.54249 -0.64642 -0.50 0.16 0.21
H 0.27067 -4.86586 -0.36240 -0.02 0.25 0.20
O -4.39650 2.74497 -1.30584 -0.12 0.59 0.04
H -5.09996 3.32406 -1.59918 -0.12 0.23 0.08
H -4.51390 1.94563 -1.81916 0.20 -1.07 -0.29
O -4.34505 0.00788 -2.29199 -1.12 0.99 -1.12
H -3.69676 -0.43329 -1.74306 0.75 -0.41 1.12
H -4.20157 -0.35047 -3.16791 -0.06 0.06 -0.23
O 0.39098 4.24904 2.28788 0.14 0.17 0.49
H 0.17415 3.94376 1.40696 -0.05 -0.08 -0.42
H 0.42331 3.45197 2.81691 -0.10 -0.30 0.12
O -0.61803 -0.05353 3.01529 -0.20 0.30 0.49
H -1.12710 0.15981 2.23327 -0.12 0.09 -0.30
H 0.01131 -0.71148 2.71987 0.41 -0.29 -0.10
O 5.00152 -0.66172 1.98257 0.44 -0.33 -0.01
H 5.01812 0.16075 2.47194 -0.14 0.24 0.17
H 4.40670 -0.49408 1.25160 -0.34 0.11 -0.33
O -3.61243 -3.29858 -2.37775 -0.35 -0.50 -0.43
H -3.48913 -3.08596 -3.30286 0.05 -0.07 -0.20
H -3.39213 -2.49051 -1.91435 0.32 0.27 0.65
O 1.21930 1.66239 -3.38214 0.10 -0.04 -0.58
H 0.34213 1.35079 -3.60509 -0.28 -0.05 -0.04
H 1.35557 1.37093 -2.48063 0.22 0.01 0.38
O -1.51698 3.57487 -2.50987 -0.13 0.11 -0.93
H -1.11074 2.87693 -1.99599 0.44 -0.11 0.53
H -2.35461 3.73619 -2.07561 -0.08 0.03 0.02
O 2.99277 -3.67705 1.53769 0.09 -0.31 0.59
H 3.09923 -3.22325 0.70165 0.38 0.00 -0.56
H 3.71908 -4.29981 1.56691 0.18 -0.16 -0.10
O 2.15290 3.99657 -1.96642 0.61 0.64 -0.06
H 1.48868 4.04222 -2.65414 -0.26 -0.19 -0.13
H 1.80814 3.35847 -1.34177 -0.35 -0.38 0.35
O 2.70100 -1.79655 3.60602 -0.09 0.55 0.54
H 2.54357 -2.33370 4.38249 -0.24 -0.12 0.11
H 3.17650 -2.37301 3.00781 0.11 -0.16 -0.46
O -4.64369 -0.58500 1.22860 -0.57 0.35 0.48
H -4.77479 -1.43968 1.63919 0.05 -0.18 0.07
H -3.78036 -0.64514 0.81961 0.21 -0.19 -0.43
```
Positions in Å, forces in eV/Å.

---

Computed, not measured: 14 unconnected molecules or ions with the total composition C6H43N2O13, with the ωB97M-V functional and the def2-TZVPD basis.

Summary:
Spin multiplicity   1
Kohn-Sham gap   9.872 eV
Charge   +1
Relative energy (zero: lowest compared OMol25 entry of this formula, charge and spin)   218.9 kJ/mol
HOMO level   -12.4 eV

Structure (XYZ):
```
64
Properties=species:S:1:pos:R:3:forces:R:3
C -0.01319 -1.09659 -0.15278 -0.54 -0.32 -0.40
N -0.85559 -1.36366 1.00566 0.74 0.94 -0.29
C -2.10721 -1.95580 0.57250 -1.33 -0.44 0.59
C -3.18094 -1.92819 1.67231 1.23 -0.42 0.44
C 1.27514 -0.34349 0.11007 0.83 -1.00 0.43
N 1.65492 0.35187 -1.15268 -1.03 0.76 1.29
C 3.64788 -0.67725 1.19863 -0.31 0.18 -0.23
C 2.43859 -1.25343 0.47240 0.09 -1.66 0.44
H 0.19596 -2.07746 -0.59970 0.22 0.29 -0.18
H -0.59570 -0.54184 -0.90522 -0.01 0.11 -0.09
H -0.96309 -0.48934 1.50553 -0.50 0.12 0.00
H -2.65114 -1.57761 -0.30695 0.91 0.58 -0.33
H -1.82750 -2.98010 0.34520 -0.47 -0.10 -0.20
H -2.66714 -1.97130 2.62656 0.13 -0.21 0.39
H -3.74837 -2.85412 1.60520 -0.60 0.40 -0.03
H -3.75037 -1.00206 1.74021 -0.30 -0.23 -0.45
H 1.20212 0.37296 0.93427 -0.37 0.37 -0.35
H 0.85264 0.93305 -1.44082 0.35 0.18 -0.47
H 2.44062 0.98603 -0.94423 0.08 -0.20 -0.91
H 1.86857 -0.30095 -1.90539 0.25 0.14 -0.18
H 4.09502 0.13597 0.62035 0.22 -0.05 0.11
H 4.35975 -1.49013 1.32031 0.26 0.17 -0.05
H 3.39466 -0.30618 2.19254 -0.10 0.06 -0.13
H 2.76015 -1.85863 -0.38413 0.05 0.54 -0.50
H 2.08384 -2.10395 1.06733 -0.42 0.39 0.43
H -1.43440 2.04556 1.44598 0.41 -0.64 -0.13
H -1.67378 2.40185 2.75350 0.22 -0.56 1.05
O -1.12168 1.72480 2.32570 -0.65 1.26 -0.97
H -0.02984 -3.35592 1.25671 -0.46 -0.09 0.59
H -1.03495 -4.36766 1.91302 0.07 0.19 0.12
O -0.36432 -4.26715 1.23389 0.72 -0.31 -0.53
H 1.46216 -1.46731 -4.61845 0.10 0.31 -0.13
H 0.98098 -1.80885 -3.24616 -0.03 0.07 0.00
O 1.12037 -1.04065 -3.82276 -0.10 -0.63 0.40
H -1.63499 -0.88384 4.54403 0.03 0.17 0.02
H -1.13815 0.07894 3.44629 -0.27 0.26 -0.32
O -1.45893 0.04417 4.34552 -0.08 -0.48 0.69
H -2.87296 -1.19972 -3.83966 -0.58 0.18 0.18
H -1.69333 -0.51219 -3.30910 -0.02 0.61 0.21
O -2.66153 -0.46180 -3.24863 0.67 -0.79 -0.44
H 0.17891 -4.12601 -2.24632 0.18 -0.11 -0.13
H 0.52740 -4.31001 -0.80641 0.25 -0.08 0.12
O 0.90717 -3.96712 -1.63229 -0.53 0.04 0.00
H 1.52938 3.53757 -0.04376 -0.41 0.34 -0.41
H 0.90541 3.94861 -1.41698 0.11 0.12 0.30
O 1.45200 3.28302 -0.98762 0.32 -0.35 -0.02
H -3.26503 1.01677 -1.79878 0.04 -0.03 -0.03
H -3.60780 1.89879 -2.93365 -0.09 0.30 0.03
O -3.26556 1.95820 -2.03127 -0.05 -0.43 -0.10
H -1.33251 3.04841 -0.20213 -0.10 0.15 -0.29
H -2.82950 2.64831 -0.29078 0.16 0.38 -0.21
O -2.18410 3.13942 0.24240 0.16 -0.24 0.28
H 0.74903 -0.15507 3.27380 -0.27 -0.04 0.56
H 1.21901 1.00621 4.22876 -0.46 -0.34 0.04
O 1.42069 0.50434 3.43462 1.01 0.28 -0.58
H 4.63974 1.61885 -1.80414 0.15 0.68 -0.05
H 3.42984 2.68093 -2.00807 0.54 0.02 0.23
O 3.72542 1.76228 -2.05636 -0.42 -0.51 -0.09
H 0.19287 4.94101 1.60606 0.00 -0.21 0.24
H 0.59973 3.50796 2.14091 -0.27 0.23 0.01
O 0.78046 4.18871 1.47752 0.24 -0.15 -0.04
H -1.42132 2.03604 -2.54003 -0.27 -0.41 0.09
H -0.17536 2.55384 -3.18572 0.28 -0.42 -0.10
O -0.53020 1.74095 -2.79681 -0.02 0.63 0.11
```
Positions in Å, forces in eV/Å.

---

- Which formula does entry 2 have?
  C6H42NO19S